(1)
Computed, not measured: a molecular structure, C2H10N2O2Si in a non-equilibrium geometry, with wB97M-V/def2-TZVPD.

ORCA input file:
```
! wB97M-V def2-TZVPD RIJCOSX def2/J DEFGRID3
* xyz 0 1
C 1.013 -0.520 2.191
C -1.526 -1.542 -1.294
N 1.526 0.674 -1.322
N -1.245 1.902 0.283
O 0.399 0.619 1.665
O -0.964 -0.900 -0.184
Si -0.313 0.522 0.218
H 1.459 -0.288 3.122
H 1.824 -0.762 1.495
H 0.367 -1.482 2.124
H -2.392 -1.035 -1.705
H -1.807 -2.482 -0.979
H -0.928 -1.740 -2.147
H 2.238 1.225 -1.015
H 1.061 0.935 -2.190
H -2.166 1.968 -0.139
H -1.354 2.328 1.185
*
```

Its HOMO energy is -8.2 eV. The energy relative to the best compared isomer or geometry (same formula, charge and spin) is 1.787 eV. Its HOMO-LUMO gap is 8.771 eV.

(2)
Computed, not measured: 3 unconnected molecules or ions with the total composition C2H10N2O3 in a non-equilibrium geometry, with wB97M-V/def2-TZVPD.

ORCA input file:
```
! wB97M-V def2-TZVPD RIJCOSX def2/J DEFGRID3
* xyz 1 2
C 0.818 1.226 0.598
N 0.198 1.037 -0.759
C -1.030 0.492 -0.810
N -1.769 0.669 -2.053
O -1.580 -0.207 0.001
H 1.873 1.345 0.389
H 0.673 0.259 1.082
H 0.230 1.945 1.159
H 0.407 1.796 -1.375
H -1.474 1.329 -2.775
H -2.337 -0.175 -2.293
H 5.212 -1.223 3.702
H 4.987 -2.693 3.685
O 5.523 -2.040 4.171
H -4.598 -0.874 -1.553
H -3.286 -1.578 -1.213
O -3.848 -1.309 -1.955
*
```

Its HOMO energy (alpha / beta) is -13.3 / -13.3 eV. The energy relative to the best compared isomer or geometry (same formula, charge and spin) is 0.813 eV. Its HOMO-LUMO gap (alpha / beta) is 9.506 / 3.833 eV. The expectation value of S² is 0.76.

(3)
Computed, not measured: a molecular structure, C2H10N2OSi in a non-equilibrium geometry, with wB97M-V/def2-TZVPD.

ORCA input file:
```
! wB97M-V def2-TZVPD RIJCOSX def2/J DEFGRID3
* xyz 0 1
C 0.010 -0.563 1.827
C -0.441 1.206 0.406
N 0.584 -0.137 -2.123
N 0.213 0.187 0.645
O 1.481 -2.171 -0.275
Si 1.417 -0.702 -0.775
H -0.499 -1.554 1.595
H 1.032 -0.875 2.119
H -0.566 -0.009 2.654
H -2.921 0.786 -0.477
H -0.392 1.815 -0.486
H -1.104 1.663 1.109
H 1.002 0.476 -2.817
H -0.073 -0.699 -2.726
H 2.474 0.102 -0.447
H -2.216 0.472 -0.228
*
```

Its HOMO energy is -8.8 eV. The energy relative to the best compared isomer or geometry (same formula, charge and spin) is 2.883 eV. Its HOMO-LUMO gap is 9.005 eV.

(4)
Computed, not measured: a gas-phase ion, C2H10N2P (charge +1) in a non-equilibrium geometry, with wB97M-V/def2-TZVPD.

ORCA input file:
```
! wB97M-V def2-TZVPD RIJCOSX def2/J DEFGRID3
* xyz 1 1
C 0.607 1.278 -1.873
P -0.858 0.748 -0.881
C 0.047 0.106 0.699
N 1.038 -0.766 0.419
N -1.191 -0.688 1.648
H 1.042 0.443 -2.595
H 1.312 1.344 -1.145
H 0.434 2.091 -2.545
H -0.992 -0.572 -1.300
H 0.229 0.923 1.388
H 1.699 -1.017 1.069
H 0.834 -1.373 -0.397
H -1.053 -1.652 1.599
H -1.070 -0.418 2.587
H -2.076 -0.446 1.328
*
```

Its HOMO energy is -13.6 eV. As for the SMILES: CP[C@H](N)[NH3+]. The energy relative to the best compared isomer or geometry (same formula, charge and spin) is 1.969 eV. Its HOMO-LUMO gap is 10.295 eV.

(5)
Computed, not measured: 2 unconnected molecules or ions with the total composition C2H10N2S in a non-equilibrium geometry, with wB97M-V/def2-TZVPD.

ORCA input file:
```
! wB97M-V def2-TZVPD RIJCOSX def2/J DEFGRID3
* xyz 0 1
N -1.255 1.714 -0.199
C -1.126 0.554 0.651
N -2.366 0.218 1.322
H -0.368 2.026 -0.576
H -1.873 1.602 -0.994
H -0.388 0.805 1.422
H -0.694 -0.350 0.220
H -2.874 1.086 1.448
H -2.884 -0.351 0.662
C 1.939 -1.488 -0.855
S 3.659 -0.868 -0.850
H 1.903 -2.371 -0.230
H 1.593 -1.698 -1.850
H 1.267 -0.759 -0.415
H 3.467 -0.120 0.243
*
```

Its HOMO energy is -9.2 eV. As for the SMILES: NCN.CS. The energy relative to the best compared isomer or geometry (same formula, charge and spin) is 0.529 eV. Its HOMO-LUMO gap is 9.917 eV.

(6)
Computed, not measured: 2 unconnected molecules or ions with the total composition C2H10N3, with wB97M-V/def2-TZVPD.

ORCA input file:
```
! wB97M-V def2-TZVPD RIJCOSX def2/J DEFGRID3
* xyz 1 1
N 1.605 -0.881 -1.418
C 1.413 0.443 -1.456
N 0.858 1.115 -0.516
H 1.470 -1.397 -0.564
H 2.071 -1.343 -2.179
H 1.785 0.906 -2.367
H 0.869 2.104 -0.742
C -1.669 -0.699 0.942
N -0.858 0.457 1.398
H -2.337 -1.042 1.728
H -2.256 -0.413 0.072
H -1.008 -1.503 0.645
H -0.354 0.233 2.253
H -1.453 1.260 1.603
H -0.136 0.761 0.600
*
```

Its HOMO energy is -13.9 eV. The energy relative to the best compared isomer or geometry (same formula, charge and spin) is 0.387 eV. Its HOMO-LUMO gap is 10.953 eV.

(7)
Computed, not measured: a molecular structure, C2H10N3 in a non-equilibrium geometry, with wB97M-V/def2-TZVPD.

ORCA input file:
```
! wB97M-V def2-TZVPD RIJCOSX def2/J DEFGRID3
* xyz 1 1
C 1.377 -0.792 -2.180
C 0.131 -0.227 -0.720
N -1.128 -0.304 -0.979
N 0.451 0.196 0.431
N -0.788 1.042 2.535
H 0.778 -0.877 -3.068
H 1.708 -1.859 -1.993
H 2.118 -0.090 -2.223
H -1.885 0.137 -0.496
H -1.430 -0.867 -1.738
H 1.420 0.032 0.732
H -0.347 0.667 1.227
H -0.005 1.607 2.808
H -1.652 1.279 2.966
H -0.747 0.057 2.698
*
```

Its HOMO energy is -14.7 eV. The energy relative to the best compared isomer or geometry (same formula, charge and spin) is 2.378 eV. Its HOMO-LUMO gap is 11.757 eV.

(8)
Computed, not measured: 2 unconnected molecules or ions with the total composition C2H10N3 in a non-equilibrium geometry, with wB97M-V/def2-TZVPD.

ORCA input file:
```
! wB97M-V def2-TZVPD RIJCOSX def2/J DEFGRID3
* xyz 1 1
C -1.669 -0.723 -1.927
N -0.523 0.208 -1.789
H -2.662 -0.256 -1.978
H -1.726 -1.100 -2.877
H -1.724 -1.623 -1.316
H -1.068 1.069 -1.803
H 0.090 0.225 -2.553
H 0.247 -0.212 -0.302
N 1.176 0.962 2.108
C 1.215 -0.078 1.376
N 0.157 -0.493 0.793
H 2.017 1.477 2.403
H 0.433 1.621 1.779
H 2.235 -0.513 1.053
H -0.790 -0.627 1.110
*
```

Its HOMO energy is -14.5 eV. The energy relative to the best compared isomer or geometry (same formula, charge and spin) is 2.629 eV. Its HOMO-LUMO gap is 10.319 eV.

(9)
Computed, not measured: 2 unconnected molecules or ions with the total composition C2H10N3 in a non-equilibrium geometry, with wB97M-V/def2-TZVPD.

ORCA input file:
```
! wB97M-V def2-TZVPD RIJCOSX def2/J DEFGRID3
* xyz 1 1
C -2.374 -0.974 -0.219
N -1.418 0.167 -0.420
H -2.659 -0.967 0.818
H -1.810 -1.880 -0.401
H -3.179 -0.957 -0.942
H -1.156 0.303 -1.394
H -1.855 1.011 -0.043
H -0.466 -0.009 0.106
N 2.472 1.462 0.250
C 2.202 0.144 0.339
N 1.036 -0.318 0.599
H 3.347 1.728 -0.163
H 1.694 2.084 0.395
H 3.093 -0.465 0.357
H 1.072 -1.328 0.716
*
```

Its HOMO energy is -13.8 eV. The energy relative to the best compared isomer or geometry (same formula, charge and spin) is 0.589 eV. Its HOMO-LUMO gap is 10.690 eV.

(10)
Computed, not measured: a molecular structure, C2H10N3, with wB97M-V/def2-TZVPD.

ORCA input file:
```
! wB97M-V def2-TZVPD RIJCOSX def2/J DEFGRID3
* xyz 1 1
C 0.234 0.654 0.976
C -0.237 -0.535 1.282
N 0.259 -1.194 2.448
N -0.211 1.366 -0.217
H 0.961 1.159 1.582
H -1.012 -1.029 0.699
H 0.987 -1.847 2.186
H -0.478 -1.773 2.853
H 0.370 2.182 -0.375
H -1.164 1.702 -0.110
N 0.061 -0.166 -2.312
H 0.862 -0.774 -2.185
H -0.113 0.626 -1.200
H 0.228 0.389 -3.146
H -0.747 -0.758 -2.483
*
```

Its HOMO energy is -13.3 eV. The energy relative to the best compared isomer or geometry (same formula, charge and spin) is 1.274 eV. Its HOMO-LUMO gap is 10.050 eV.

(11)
Computed, not measured: 2 unconnected molecules or ions with the total composition C2H10N3O in a non-equilibrium geometry, with wB97M-V/def2-TZVPD.

ORCA input file:
```
! wB97M-V def2-TZVPD RIJCOSX def2/J DEFGRID3
* xyz 1 1
C -0.844 2.394 -0.265
N -0.259 1.149 -0.811
C 0.319 0.257 0.010
N 0.870 -0.779 -0.729
N 0.355 0.093 1.361
H -1.704 2.730 -0.926
H -0.160 3.262 -0.050
H -1.418 2.128 0.674
H -0.071 1.218 -1.770
H 1.217 -0.598 -1.703
H 0.635 -1.773 -0.519
H 0.834 -0.709 1.811
H -0.101 0.806 1.888
H -0.494 -3.091 0.679
H 0.449 -4.030 0.036
O 0.370 -3.058 0.314
*
```

Its HOMO energy is -14.2 eV. The energy relative to the best compared isomer or geometry (same formula, charge and spin) is 1.354 eV. Its HOMO-LUMO gap is 11.251 eV.

(12)
Computed, not measured: a molecular structure, C2H10N3OSn in a non-equilibrium geometry, with wB97M-V/def2-TZVPD.

ORCA input file:
```
! wB97M-V def2-TZVPD RIJCOSX def2/J DEFGRID3
* xyz -1 1
C -1.362 -1.042 1.261
Sn -0.539 -0.041 -0.492
N 1.476 1.022 -1.225
N 1.063 -1.722 -0.462
H 1.977 1.311 -0.376
H -1.940 -0.279 -1.465
H -2.266 -0.490 1.537
H -0.600 -0.958 2.045
H -1.595 -2.085 1.020
H 1.945 -1.402 -0.056
H 1.257 -2.109 -1.391
H 0.714 -2.490 0.116
H 2.122 0.566 -1.875
H 1.115 1.873 -1.662
O -1.843 3.517 1.316
C -1.132 2.616 1.012
N -0.392 1.713 0.697
*
```

Its HOMO energy (alpha / beta) is -0.4 / -0.4 eV. The energy relative to the best compared isomer or geometry (same formula, charge and spin) is 1.584 eV. Its HOMO-LUMO gap (alpha / beta) is 3.930 / 3.987 eV.

(13)
Computed, not measured: 2 unconnected molecules or ions with the total composition C2H10N4 in a non-equilibrium geometry, with wB97M-V/def2-TZVPD.

ORCA input file:
```
! wB97M-V def2-TZVPD RIJCOSX def2/J DEFGRID3
* xyz 2 3
C -0.767 -0.482 -0.194
C 3.381 -0.420 -0.087
N -1.994 -0.001 0.506
N 0.124 0.609 -0.419
N -3.120 -0.133 -0.111
N 1.187 0.735 0.323
H -0.196 -1.053 0.454
H -1.259 -0.939 -1.123
H 3.978 0.414 0.011
H 3.538 -1.244 0.739
H 2.720 -0.450 -0.894
H -1.828 0.446 1.424
H -0.059 1.451 -0.976
H -3.321 -0.908 -0.663
H -3.935 0.262 0.309
H 1.551 1.712 0.702
*
```

Its HOMO energy (alpha / beta) is -17.3 / -19.5 eV. The energy relative to the best compared isomer or geometry (same formula, charge and spin) is 3.452 eV. Its HOMO-LUMO gap (alpha / beta) is 6.900 / 9.132 eV. The expectation value of S² is 2.02.

(14)
Computed, not measured: 2 unconnected molecules or ions with the total composition C2H10N4O2 in a non-equilibrium geometry, with wB97M-V/def2-TZVPD.

ORCA input file:
```
! wB97M-V def2-TZVPD RIJCOSX def2/J DEFGRID3
* xyz 0 1
N 1.617 -1.741 0.180
N 0.438 -1.346 -0.504
C -0.757 -0.808 0.228
N -0.555 -0.968 1.595
O -1.868 -0.885 -0.311
H 1.594 -2.739 0.381
H 2.413 -1.523 -0.418
H 0.112 -1.914 -1.287
H 0.325 -0.585 1.915
H -1.364 -0.779 2.167
C -0.626 2.171 0.215
N 0.120 1.169 -0.540
O -0.131 1.567 -1.908
H -0.206 3.167 0.067
H -0.622 1.959 1.287
H -1.679 2.114 -0.091
H 0.779 0.170 -0.486
H 0.410 0.971 -2.489
*
```

Its HOMO energy is -7.4 eV. As for the SMILES: NNC(N)=O.CNO. The energy relative to the best compared isomer or geometry (same formula, charge and spin) is 5.266 eV. Its HOMO-LUMO gap is 8.039 eV.

(15)
Computed, not measured: a gas-phase ion, C2H10N6O (charge +2) in a non-equilibrium geometry, with wB97M-V/def2-TZVPD.

ORCA input file:
```
! wB97M-V def2-TZVPD RIJCOSX def2/J DEFGRID3
* xyz 2 1
N 1.072 -0.459 1.921
C -0.081 -1.109 1.547
N -0.915 -1.486 2.523
N -0.533 -1.274 0.347
N 0.026 -0.480 -0.818
C -0.381 0.855 -1.698
N -0.061 0.412 -2.912
N -0.307 1.991 -1.043
O 0.377 1.908 0.194
H 1.395 -0.462 2.814
H 1.789 -0.624 1.196
H -0.534 -1.800 3.392
H -1.906 -1.809 2.298
H 1.015 -0.301 -0.747
H -0.133 -1.329 -1.500
H -0.279 0.937 -3.740
H -0.197 -0.590 -2.995
H -0.342 2.945 -1.462
H -0.005 2.675 0.684
*
```

Its HOMO energy is -17.7 eV. As for the SMILES: NC(N)=N[NH2+]/C(N)=[NH+]\O. The energy relative to the best compared isomer or geometry (same formula, charge and spin) is 2.826 eV. Its HOMO-LUMO gap is 8.327 eV.

(16)
Computed, not measured: 2 unconnected molecules or ions with the total composition C2H10NO in a non-equilibrium geometry, with wB97M-V/def2-TZVPD.

ORCA input file:
```
! wB97M-V def2-TZVPD RIJCOSX def2/J DEFGRID3
* xyz 1 1
O -0.330 -2.007 1.278
H -0.723 -2.491 1.974
H 0.815 -0.474 -0.975
H 0.184 -2.613 0.843
C 0.377 0.454 0.861
N -0.013 0.108 -0.562
C -0.211 1.315 -1.460
H 1.196 1.245 0.973
H -0.528 0.578 1.377
H 0.933 -0.399 1.369
H -0.942 -0.437 -0.505
H -1.168 1.598 -1.415
H 0.042 1.016 -2.530
H 0.368 2.109 -1.226
*
```

Its HOMO energy is -16.0 eV. The energy relative to the best compared isomer or geometry (same formula, charge and spin) is 1.662 eV. Its HOMO-LUMO gap is 12.372 eV.

(17)
Computed, not measured: 2 unconnected molecules or ions with the total composition C2H10NO in a non-equilibrium geometry, with wB97M-V/def2-TZVPD.

ORCA input file:
```
! wB97M-V def2-TZVPD RIJCOSX def2/J DEFGRID3
* xyz 1 1
O 0.783 0.831 -2.030
H 1.552 0.536 -2.554
H 0.031 0.129 -0.516
H 0.644 1.666 -2.492
C -1.201 -1.286 0.680
N -0.494 -0.009 0.372
C 0.723 0.273 1.305
H -0.477 -1.948 1.140
H -2.050 -1.049 1.311
H -1.390 -1.867 -0.244
H -1.092 0.846 0.413
H 0.740 1.364 1.334
H 1.641 -0.012 0.791
H 0.337 0.001 2.277
*
```

Its HOMO energy is -16.6 eV. The energy relative to the best compared isomer or geometry (same formula, charge and spin) is 0.929 eV. Its HOMO-LUMO gap is 13.250 eV.

(18)
Computed, not measured: a molecular structure, C2H10NO in a non-equilibrium geometry, with wB97M-V/def2-TZVPD.

ORCA input file:
```
! wB97M-V def2-TZVPD RIJCOSX def2/J DEFGRID3
* xyz 1 1
N -1.921 1.267 -0.757
H -1.556 2.095 -0.344
H -0.971 0.493 -0.993
H -2.337 1.402 -1.674
H -2.546 0.770 -0.140
C 0.704 -0.047 0.553
O -0.041 -0.362 -0.726
C 1.594 -1.227 0.934
H -0.089 0.102 1.278
H 1.259 0.828 0.227
H 0.481 -0.828 -1.396
H 1.741 -1.861 0.062
H 1.147 -1.837 1.705
H 2.535 -0.796 1.271
*
```

Its HOMO energy is -16.1 eV. The energy relative to the best compared isomer or geometry (same formula, charge and spin) is 0.850 eV. Its HOMO-LUMO gap is 12.693 eV.

(19)
Computed, not measured: 2 unconnected molecules or ions with the total composition C2H10NO2 in a non-equilibrium geometry, with wB97M-V/def2-TZVPD.

ORCA input file:
```
! wB97M-V def2-TZVPD RIJCOSX def2/J DEFGRID3
* xyz 1 1
C 0.855 -0.919 0.401
O -0.146 -1.932 0.597
C 0.391 -0.052 -0.795
N -0.319 -0.935 -1.775
H 1.731 -1.466 0.108
H 0.884 -0.302 1.281
H -0.654 -1.825 1.411
H -0.252 0.742 -0.449
H 1.269 0.411 -1.232
H -0.541 -1.827 -1.311
H 0.279 -1.115 -2.578
H -1.156 -0.480 -2.122
H -0.407 4.155 1.808
H -0.723 2.663 2.047
O -0.563 3.317 1.362
*
```

Its HOMO energy is -14.6 eV. The energy relative to the best compared isomer or geometry (same formula, charge and spin) is 0.684 eV. Its HOMO-LUMO gap is 10.973 eV.

(20)
Computed, not measured: 3 unconnected molecules or ions with the total composition C2H10NO2 in a non-equilibrium geometry, with wB97M-V/def2-TZVPD.

ORCA input file:
```
! wB97M-V def2-TZVPD RIJCOSX def2/J DEFGRID3
* xyz 1 1
C 0.138 -0.349 -1.296
C 2.295 0.681 -0.772
N 1.198 0.131 -0.424
H -0.125 0.412 -2.021
H 0.412 -1.320 -1.707
H -0.773 -0.566 -0.726
H 2.519 0.912 -1.809
H 3.069 0.785 -0.019
H 1.140 0.170 0.618
H -0.738 1.401 1.959
H -0.254 0.109 2.601
O -0.171 0.607 1.799
H -3.184 -0.517 0.058
H -3.018 -1.441 1.222
O -2.509 -1.015 0.516
*
```

Its HOMO energy is -15.0 eV. The energy relative to the best compared isomer or geometry (same formula, charge and spin) is 0.968 eV. Its HOMO-LUMO gap is 10.375 eV.